*1*
Entry from the OMol25 dataset: a 2-piece molecular cluster, C3H8O2S2 overall (ωB97M-V/def2-TZVPD).

The LUMO energy comes out at 0.1958 eV. Its orbital gap is 9.4940 eV. As for the SMILES: O=CCCSS.O.

The geometry in ORCA input format:
```
! wB97M-V def2-TZVPD RIJCOSX def2/J DEFGRID3
* xyz 0 1
C 0.92 -1.38 1.16
C 2.06 -1.33 0.13
O 2.87 -0.41 -0.01
C -0.53 -1.23 0.50
S -1.80 0.10 0.88
S -1.95 0.66 -1.14
H 0.93 -0.44 1.86
H 1.10 -2.26 1.69
H 1.90 -1.96 -0.76
H -1.14 -2.18 0.80
H -0.31 -1.19 -0.54
H -0.88 1.57 -1.44
H 2.61 1.62 -1.34
H 2.23 1.98 0.04
O 1.99 2.20 -0.84
*
```

*2*
Entry from the OMol25 dataset: one molecule with the formula C3H8O2S2 (ωB97M-V/def2-TZVPD).

The LUMO energy comes out at 0.4543 eV. Its orbital gap is 9.5808 eV. As for the SMILES: C[C@@H](O)C(O)(S)S.

The geometry in ORCA input format:
```
! wB97M-V def2-TZVPD RIJCOSX def2/J DEFGRID3
* xyz 0 1
C -1.38 -0.22 -0.53
C -0.28 0.51 0.20
C 1.08 0.14 -0.39
O -0.34 0.50 1.54
O 1.01 0.08 -1.76
S 2.37 1.25 0.21
S 1.37 -1.74 0.45
H -0.98 -0.35 -1.58
H -1.68 -1.18 -0.12
H -2.34 0.41 -0.53
H -0.42 1.61 -0.06
H -0.63 -0.34 1.75
H 1.91 -0.02 -2.16
H 1.80 1.60 1.42
H 2.72 -1.51 0.97
*
```

Of them, *1* has the lowest stability.

*1*
Entry from the OMol25 dataset: a 11-piece molecular cluster, C33H44O33 overall (ωB97M-V/def2-TZVPD).

The LUMO energy comes out at -0.1864 eV. Its orbital gap is 10.4537 eV. As for the SMILES: O=C1OCCO1.O=C1OCCO1.O=C1OCCO1.O=C1OCCO1.O=C1OCCO1.O=C1OCCO1.O=C1OCCO1.O=C1OCCO1.O=C1OCCO1.O=C1OCCO1.O=C1OCCO1.

The geometry in ORCA input format:
```
! wB97M-V def2-TZVPD RIJCOSX def2/J DEFGRID3
* xyz 0 1
C -2.71 2.34 -1.26
C -3.71 2.15 -2.40
O -4.38 3.39 -2.51
C -3.64 4.31 -1.91
O -3.82 5.50 -1.92
O -2.60 3.76 -1.29
H -1.78 1.77 -1.34
H -3.10 2.06 -0.27
H -4.39 1.31 -2.25
H -3.17 1.99 -3.34
C 2.10 2.96 -2.00
C 0.69 3.47 -2.22
O 0.91 4.68 -2.99
C 2.23 4.97 -3.00
O 2.74 5.94 -3.48
O 2.90 4.10 -2.24
H 2.35 2.09 -2.60
H 2.09 2.81 -0.92
H 0.22 3.70 -1.27
H 0.05 2.82 -2.81
C 4.89 1.02 3.68
C 3.70 1.36 4.57
O 2.64 0.81 3.87
C 3.03 -0.01 2.92
O 2.35 -0.82 2.34
O 4.36 0.07 2.75
H 5.82 0.69 4.14
H 5.21 1.95 3.20
H 3.70 2.44 4.73
H 3.77 0.96 5.59
C -1.12 -6.16 -3.01
C -2.35 -5.43 -3.62
O -2.19 -4.09 -3.26
C -1.18 -3.97 -2.42
O -0.92 -2.94 -1.85
O -0.50 -5.09 -2.25
H -0.47 -6.41 -3.85
H -1.46 -7.02 -2.44
H -3.28 -5.79 -3.17
H -2.44 -5.51 -4.71
C 2.97 -4.38 0.22
C 1.88 -4.14 1.22
O 1.38 -5.43 1.46
C 1.58 -6.16 0.35
O 1.05 -7.20 0.09
O 2.46 -5.54 -0.47
H 3.91 -4.66 0.69
H 3.15 -3.45 -0.32
H 1.08 -3.47 0.91
H 2.30 -3.78 2.16
C -0.04 -0.15 -0.47
C -0.76 -0.92 0.60
O -1.33 0.15 1.34
C -0.58 1.24 1.18
O -0.85 2.23 1.79
O 0.34 1.07 0.18
H -0.80 0.03 -1.23
H 0.80 -0.69 -0.91
H -0.16 -1.59 1.20
H -1.52 -1.48 0.05
C 3.02 -4.12 -5.37
C 1.98 -4.84 -4.53
O 1.92 -3.99 -3.40
C 2.49 -2.82 -3.63
O 2.45 -1.87 -2.91
O 3.18 -2.82 -4.82
H 2.61 -4.03 -6.38
H 3.95 -4.68 -5.48
H 2.13 -5.91 -4.34
H 1.01 -4.88 -5.05
C -0.36 3.73 4.85
C -0.08 5.20 4.77
O 1.02 5.31 5.69
C 1.51 4.12 6.08
O 2.47 3.92 6.75
O 0.77 3.13 5.45
H -0.59 3.41 3.84
H -1.26 3.62 5.46
H -0.84 5.95 4.97
H 0.35 5.45 3.79
C 0.96 0.64 -4.62
C 0.55 -0.31 -5.78
O -0.69 -0.85 -5.33
C -1.06 -0.36 -4.15
O -2.09 -0.53 -3.58
O -0.07 0.46 -3.66
H 0.94 1.67 -4.96
H 1.87 0.28 -4.14
H 1.27 -1.12 -5.78
H 0.43 0.26 -6.70
C -2.25 -1.64 3.55
C -1.26 -1.03 4.58
O -0.23 -2.02 4.62
C -0.61 -3.10 3.89
O -0.07 -4.16 3.98
O -1.53 -2.71 3.03
H -2.72 -1.03 2.78
H -3.19 -2.03 3.98
H -1.82 -0.88 5.50
H -0.83 -0.10 4.22
C -4.26 4.02 1.86
C -3.87 3.12 3.05
O -3.12 4.01 3.82
C -3.38 5.29 3.49
O -2.99 6.24 4.10
O -4.12 5.33 2.40
H -5.33 3.96 1.63
H -3.66 3.86 0.97
H -3.26 2.28 2.70
H -4.75 2.74 3.57
*
```

*2*
Entry from the OMol25 dataset: a 11-piece molecular cluster, C33H44O33 overall (ωB97M-V/def2-TZVPD).

The LUMO energy comes out at -0.4092 eV. Its orbital gap is 10.1867 eV. As for the SMILES: O=C1OCCO1.O=C1OCCO1.O=C1OCCO1.O=C1OCCO1.O=C1OCCO1.O=C1OCCO1.O=C1OCCO1.O=C1OCCO1.O=C1OCCO1.O=C1OCCO1.O=C1OCCO1.

The geometry in ORCA input format:
```
! wB97M-V def2-TZVPD RIJCOSX def2/J DEFGRID3
* xyz 0 1
C -1.01 12.97 -27.52
C 0.04 13.29 -28.63
O -0.62 14.42 -29.24
C -1.63 14.90 -28.33
O -2.32 15.93 -28.46
O -1.74 14.15 -27.26
H -0.61 12.70 -26.54
H -1.55 12.11 -27.90
H 0.02 12.39 -29.23
H 1.10 13.38 -28.37
C -12.37 4.67 -22.40
C -13.75 3.94 -22.63
O -13.33 2.68 -22.29
C -12.06 2.58 -22.16
O -11.56 1.50 -21.83
O -11.39 3.73 -22.34
H -12.26 5.34 -21.55
H -12.18 5.36 -23.22
H -14.22 4.15 -23.59
H -14.42 4.39 -21.90
C -17.05 8.05 -25.94
C -17.21 7.33 -27.32
O -15.99 7.40 -27.91
C -14.94 7.69 -26.98
O -13.86 8.13 -27.33
O -15.66 7.91 -25.80
H -17.70 7.77 -25.11
H -17.22 9.12 -26.09
H -18.01 7.79 -27.91
H -17.45 6.28 -27.13
C -9.26 2.91 -27.70
C -8.15 2.25 -26.86
O -8.95 1.49 -26.02
C -10.09 1.18 -26.61
O -10.91 0.34 -26.23
O -10.34 2.03 -27.59
H -8.90 2.69 -28.71
H -9.35 3.94 -27.36
H -7.60 2.83 -26.12
H -7.52 1.50 -27.34
C -8.54 14.29 -24.12
C -7.39 15.24 -24.23
O -6.84 15.17 -25.48
C -7.53 14.35 -26.19
O -7.49 14.18 -27.40
O -8.51 13.77 -25.34
H -9.47 14.87 -24.09
H -8.39 13.59 -23.30
H -6.63 15.12 -23.46
H -7.66 16.29 -24.23
C -0.32 6.40 -26.40
C -1.68 6.72 -25.85
O -1.46 7.86 -25.00
C -0.10 7.96 -24.78
O 0.45 8.78 -24.04
O 0.55 7.06 -25.52
H -0.26 6.91 -27.36
H -0.18 5.32 -26.32
H -2.07 5.99 -25.15
H -2.34 6.74 -26.72
C -7.66 7.47 -25.75
C -8.35 8.72 -26.48
O -7.42 9.73 -26.31
C -6.37 9.40 -25.56
O -5.30 9.96 -25.52
O -6.60 8.20 -25.06
H -7.14 6.84 -26.47
H -8.18 6.84 -25.04
H -9.26 8.88 -25.90
H -8.51 8.66 -27.55
C -12.04 12.19 -30.69
C -10.89 11.35 -30.20
O -10.72 10.53 -31.29
C -11.08 11.15 -32.39
O -11.05 10.66 -33.51
O -11.60 12.38 -32.02
H -11.82 13.12 -30.17
H -13.06 11.79 -30.65
H -11.06 10.69 -29.35
H -10.00 11.97 -30.05
C -3.91 11.41 -20.58
C -2.52 11.96 -20.58
O -2.72 13.31 -20.47
C -3.97 13.64 -20.16
O -4.49 14.69 -20.10
O -4.62 12.54 -20.11
H -3.94 10.64 -19.81
H -4.28 11.21 -21.59
H -2.00 11.61 -21.47
H -1.89 11.54 -19.80
C -9.50 8.91 -20.08
C -9.01 8.41 -21.42
O -10.04 8.72 -22.28
C -10.88 9.69 -21.77
O -11.60 10.45 -22.41
O -10.55 9.81 -20.51
H -8.67 9.32 -19.50
H -9.96 8.06 -19.58
H -8.97 7.33 -21.29
H -8.12 8.91 -21.81
C -3.40 3.13 -30.06
C -4.43 2.41 -30.87
O -5.64 3.06 -30.57
C -5.26 4.32 -30.18
O -6.04 5.31 -30.11
O -4.00 4.29 -29.83
H -2.50 3.21 -30.66
H -3.18 2.50 -29.19
H -4.39 1.39 -30.50
H -4.12 2.47 -31.92
*
```

Of them, *2* has the lowest stability.

*1*
Entry from the OMol25 dataset: H26KrO13 as an isolated structure (ωB97M-V/def2-TZVPD).

The LUMO energy comes out at 0.0420 eV. Its orbital gap is 9.9298 eV.

The geometry in ORCA input format:
```
! wB97M-V def2-TZVPD RIJCOSX def2/J DEFGRID3
* xyz 0 1
Kr 0.19 -0.58 0.11
O -0.19 1.62 -2.99
H -0.90 1.39 -2.39
H -0.59 1.61 -3.85
O 0.83 -1.36 -3.60
H 0.88 -1.18 -4.53
H -0.01 -0.98 -3.33
O -0.56 3.57 -0.62
H -0.62 2.85 -1.25
H 0.26 4.02 -0.85
O -1.30 1.04 2.98
H -1.71 0.31 3.45
H -0.36 0.87 3.04
O -2.63 1.25 -1.95
H -3.09 0.94 -1.17
H -3.22 1.89 -2.34
O 1.51 0.74 3.22
H 1.69 1.54 3.70
H 1.36 0.08 3.89
O -0.41 -3.49 -1.20
H -0.94 -3.08 -1.88
H 0.36 -3.83 -1.67
O -0.40 -3.82 1.82
H -0.51 -3.88 0.87
H 0.50 -4.09 1.98
O 3.38 1.98 0.46
H 3.33 1.89 -0.49
H 3.35 1.08 0.78
O -3.44 0.25 0.87
H -2.88 0.86 1.34
H -3.28 -0.60 1.29
O 3.69 -0.41 1.96
H 4.37 0.05 2.45
H 2.87 -0.07 2.30
O -3.04 -2.88 1.36
H -3.24 -2.43 2.19
H -2.19 -3.28 1.52
O 2.44 1.96 -2.13
H 2.90 2.45 -2.81
H 1.60 1.72 -2.54
*
```

*2*
Entry from the OMol25 dataset: H26KrO13 as an isolated structure (ωB97M-V/def2-TZVPD).

The LUMO energy comes out at -0.1790 eV. Its orbital gap is 10.4971 eV.

The geometry in ORCA input format:
```
! wB97M-V def2-TZVPD RIJCOSX def2/J DEFGRID3
* xyz 0 1
Kr 0.16 -0.61 0.42
O 0.67 -0.31 3.77
H -0.20 -0.34 3.36
H 1.24 -0.78 3.16
O -3.97 0.53 -0.27
H -4.81 0.53 -0.73
H -3.50 -0.22 -0.63
O 2.07 0.15 -2.55
H 1.23 -0.26 -2.74
H 1.91 1.09 -2.65
O -0.77 -3.96 -1.67
H 0.16 -3.98 -1.46
H -0.80 -3.87 -2.63
O -2.25 -0.33 3.78
H -2.53 -1.24 3.75
H -2.74 0.09 3.07
O -2.78 -1.90 -1.46
H -3.12 -1.61 -2.30
H -2.47 -2.79 -1.62
O -0.69 -0.51 -2.88
H -1.09 0.26 -2.48
H -1.15 -1.25 -2.48
O -1.67 1.75 -1.69
H -2.47 1.47 -1.24
H -1.23 2.32 -1.06
O 2.74 -1.74 2.67
H 2.79 -2.70 2.69
H 2.95 -1.50 1.77
O 3.33 -0.94 0.05
H 2.74 -0.55 -0.59
H 3.86 -1.55 -0.47
O 3.17 2.63 -0.56
H 2.55 2.63 -1.29
H 2.75 2.08 0.11
O -0.16 3.50 -0.16
H -0.63 4.14 0.38
H 0.34 2.98 0.47
O 1.39 2.32 1.68
H 1.93 2.83 2.29
H 1.04 1.61 2.21
*
```

Of them, *1* has the lowest stability.

*1*
Entry from the OMol25 dataset: one molecule with the formula C2H2O2 (ωB97M-V/def2-TZVPD).

The LUMO energy comes out at -1.0180 eV. Its orbital gap is 9.1886 eV. As for the SMILES: O=CC=O.

The geometry in ORCA input format:
```
! wB97M-V def2-TZVPD RIJCOSX def2/J DEFGRID3
* xyz 0 1
C 0.73 0.01 -0.02
C -0.77 0.01 -0.09
H 1.27 0.99 0.13
H -1.12 1.04 0.01
O 1.29 -1.05 -0.03
O -1.41 -1.00 0.01
*
```

*2*
Entry from the OMol25 dataset: one molecule with the formula C2H2O2 (ωB97M-V/def2-TZVPD).

The LUMO energy comes out at -1.1588 eV. Its orbital gap is 9.1726 eV. As for the SMILES: O=CC=O.

The geometry in ORCA input format:
```
! wB97M-V def2-TZVPD RIJCOSX def2/J DEFGRID3
* xyz 0 1
C -0.41 -0.68 0.40
C 0.65 -0.22 -0.56
H -0.48 -1.74 0.63
H 1.27 -1.04 -0.93
O -1.16 0.09 0.96
O 0.88 0.93 -0.80
*
```

*3*
Entry from the OMol25 dataset: one molecule with the formula C2H2O2 (ωB97M-V/def2-TZVPD).

The LUMO energy comes out at -0.7687 eV. Its orbital gap is 9.2207 eV. As for the SMILES: O=CC=O.

The geometry in ORCA input format:
```
! wB97M-V def2-TZVPD RIJCOSX def2/J DEFGRID3
* xyz 0 1
C 0.67 -0.33 0.12
C -0.75 0.48 0.05
H 0.60 -1.56 0.03
H -0.55 1.59 0.01
O 1.75 0.10 -0.12
O -1.72 -0.28 -0.10
*
```

*4*
Entry from the OMol25 dataset: one molecule with the formula C2H2O2 (ωB97M-V/def2-TZVPD).

The LUMO energy comes out at -1.0114 eV. Its orbital gap is 9.1013 eV. As for the SMILES: O=CC=O.

The geometry in ORCA input format:
```
! wB97M-V def2-TZVPD RIJCOSX def2/J DEFGRID3
* xyz 0 1
C -0.42 0.50 -0.50
C 0.40 -0.51 0.50
O -0.52 0.51 -1.72
O 0.47 -0.55 1.72
H 0.99 -1.22 -0.11
H -0.92 1.28 0.11
*
```

Of them, *3* has the lowest stability.

*1*
Entry from the OMol25 dataset: BH18NiO7 as an isolated structure (ωB97M-V/def2-TZVPD).

The LUMO energy (alpha / beta) comes out at -4.3628 / -4.4785 eV. Its orbital gap (alpha / beta) is 8.2890 / 8.2463 eV.

The geometry in ORCA input format:
```
! wB97M-V def2-TZVPD RIJCOSX def2/J DEFGRID3
* xyz 1 3
Ni -1.15 0.24 0.13
B 0.42 -0.46 0.07
H -0.30 -1.16 -0.33
H 0.24 -0.39 1.13
H 1.43 -0.76 -0.17
H 0.23 0.47 -0.44
O -1.90 -0.53 -1.09
H -2.59 -1.20 -1.00
H -1.83 -0.38 -2.03
O 2.04 -1.43 1.59
H 2.81 -1.23 1.07
H 1.31 -1.09 1.07
O 2.16 0.88 0.76
H 1.57 0.30 0.27
H 2.05 1.73 0.34
O -1.07 1.49 -0.90
H -0.28 2.01 -1.05
H -1.77 1.99 -1.33
O 1.44 -0.84 -2.27
H 1.04 -0.87 -1.40
H 0.81 -0.36 -2.81
O -0.67 1.28 1.19
H 0.22 1.26 1.54
H -0.87 2.21 1.10
O -1.69 -0.86 1.19
H -1.94 -1.78 1.27
H -1.68 -0.53 2.08
*
```

*2*
Entry from the OMol25 dataset: BH18NiO7 as an isolated structure (ωB97M-V/def2-TZVPD).

The LUMO energy (alpha / beta) comes out at -5.2744 / -6.9244 eV. Its orbital gap (alpha / beta) is 8.1013 / 6.4487 eV.

The geometry in ORCA input format:
```
! wB97M-V def2-TZVPD RIJCOSX def2/J DEFGRID3
* xyz 1 3
Ni -12.59 -13.41 -6.52
B -13.20 -14.82 -8.29
H -13.11 -13.67 -8.35
H -13.94 -15.20 -9.07
H -12.17 -15.19 -8.64
H -13.32 -15.13 -7.18
O -12.95 -14.74 -4.92
H -12.79 -15.67 -4.71
H -13.78 -14.52 -4.46
O -12.04 -13.67 -11.34
H -12.44 -14.18 -10.62
H -11.46 -13.03 -10.90
O -11.95 -17.56 -7.67
H -11.86 -16.60 -7.71
H -11.48 -17.89 -8.44
O -12.06 -11.61 -7.44
H -12.14 -10.70 -7.12
H -11.75 -11.53 -8.36
O -10.70 -14.26 -6.67
H -10.22 -14.88 -6.10
H -10.28 -14.32 -7.54
O -16.66 -15.21 -7.57
H -15.75 -15.07 -7.84
H -16.62 -15.44 -6.63
O -12.96 -16.61 -10.88
H -13.41 -16.13 -10.16
H -12.39 -17.24 -10.44
*
```

Of them, *1* has the lowest stability.

*1*
Entry from the OMol25 dataset: one molecule with the formula C3H5N3S (ωB97M-V/def2-TZVPD).

The LUMO energy comes out at 0.3806 eV. Its orbital gap is 10.3101 eV. As for the SMILES: [H]/N=C(/NC#N)SC.

The geometry in ORCA input format:
```
! wB97M-V def2-TZVPD RIJCOSX def2/J DEFGRID3
* xyz 0 1
C -2.72 -0.01 0.06
C -0.42 -0.04 -0.47
C 2.23 -0.05 0.35
N -3.73 0.51 0.11
N -0.51 1.17 -0.72
N -1.71 -0.78 -0.20
S 0.92 -1.19 -0.33
H 2.94 -0.78 0.93
H 1.58 0.32 1.16
H 2.79 0.78 -0.13
H 0.31 1.58 -1.19
H -1.69 -1.50 0.44
*
```

*2*
Entry from the OMol25 dataset: one molecule with the formula C3H5N3S (ωB97M-V/def2-TZVPD).

The LUMO energy comes out at 0.6332 eV. Its orbital gap is 8.6422 eV. As for the SMILES: Cc1snnc1N.

The geometry in ORCA input format:
```
! wB97M-V def2-TZVPD RIJCOSX def2/J DEFGRID3
* xyz 0 1
C 0.39 -0.68 0.11
C 0.46 0.88 -0.04
C -0.91 -1.46 0.14
N 1.71 1.23 0.10
N 2.60 0.32 0.26
N -0.49 1.71 -0.44
S 1.97 -1.20 0.25
H -0.90 -2.20 -0.61
H -1.32 -1.83 1.07
H -1.65 -0.64 -0.09
H -1.38 1.15 -0.49
H -0.49 2.72 -0.26
*
```

Of them, *2* has the lowest stability.

*1*
Entry from the OMol25 dataset: one molecule with the formula C3H5N3S (ωB97M-V/def2-TZVPD).

The LUMO energy comes out at -0.5837 eV. Its orbital gap is 8.2022 eV.

The geometry in ORCA input format:
```
! wB97M-V def2-TZVPD RIJCOSX def2/J DEFGRID3
* xyz 0 1
C 0.32 -0.06 1.40
C -0.02 -1.70 -0.30
C 1.16 0.94 0.94
N -0.03 -1.14 0.89
N 0.88 -2.48 -0.70
N -0.65 2.30 -0.62
S 0.89 2.31 0.04
H -0.19 0.17 2.34
H -0.97 -1.45 -0.73
H 0.71 -3.12 -1.51
H -1.49 2.23 -0.16
H -0.62 1.99 -1.58
*
```

*2*
Entry from the OMol25 dataset: one molecule with the formula C3H5N3S (ωB97M-V/def2-TZVPD).

The LUMO energy comes out at 0.7926 eV. Its orbital gap is 8.8698 eV. As for the SMILES: Nn1cnc(S)c1.

The geometry in ORCA input format:
```
! wB97M-V def2-TZVPD RIJCOSX def2/J DEFGRID3
* xyz 0 1
C -0.41 1.11 0.01
C 1.39 -0.08 0.04
C 0.34 -0.97 -0.09
H -2.56 -0.48 -0.71
H -2.49 -0.36 0.96
H -1.16 1.93 -0.12
H 3.38 0.94 -0.16
H 0.28 -2.05 -0.15
N -2.05 -0.70 0.10
N -0.79 -0.22 0.01
N 0.90 1.24 0.03
S 3.16 -0.36 0.07
*
```

Of them, *1* has the lowest stability.